Density functional theory data (ωB97M-V/def2-TZVPD) for the molecule C20H24N4O5S at a distorted geometry.

Calculated values
SMILES string: CCCn1c(SCC(=O)c2ccc(OC)c(OC)c2)nc2c1c(=O)n(C)c(=O)n2C
Charge: 0
E_LUMO: 0.1669 eV
HOMO-LUMO gap: 8.3134 eV

Bonds (Å) are listed after each position.
Element x y z (Å)
1 C 0.939 -4.252 3.069  H5 1.089, H29 1.095, O45 1.407, H53 1.095
2 S -1.256 3.530 1.495  C7 1.830, C27 1.742
3 C -1.370 0.880 -1.307  C6 1.389, N14 1.379, C54 1.431
4 C 1.071 0.693 2.160  C20 1.473, C22 1.386, C39 1.400
5 H 1.064 -5.277 2.722  C1 1.089
6 C -1.557 0.115 -0.163  C3 1.389, N8 1.357, N18 1.349
7 C -0.209 2.793 2.802  S2 1.830, C20 1.521, H23 1.089, H35 1.086
8 N -1.708 -1.233 -0.218  C6 1.357, C32 1.379, C41 1.446
9 C 1.552 -1.348 0.953  C33 1.418, C39 1.379, O51 1.356
10 C 0.814 -1.427 3.257  H13 1.078, C22 1.385, C33 1.387
11 H 0.980 2.497 -3.384  C47 1.088
12 N -1.467 -1.082 -2.562  C32 1.389, C40 1.454, C54 1.399
13 H 0.561 -1.981 4.148  C10 1.078
14 N -1.261 2.181 -0.865  C3 1.379, C27 1.348, C36 1.442
15 H 2.444 -2.184 -2.051  C38 1.088
16 C 0.493 3.713 -1.665  C36 1.532, C47 1.523, H48 1.091, H52 1.092
17 H -1.235 -1.091 -4.611  C40 1.087
18 N -1.564 0.894 0.938  C6 1.349, C27 1.325
19 H 2.378 2.986 -2.415  C47 1.087
20 C 0.979 2.162 2.092  C4 1.473, C7 1.521, O44 1.211
21 O -1.818 -3.071 -1.529  C32 1.210
22 C 0.724 -0.045 3.281  C4 1.386, C10 1.385, H37 1.079
23 H 0.099 3.633 3.424  C7 1.089
24 H -1.322 -2.905 0.944  C41 1.089
25 H -1.316 3.116 -2.689  C36 1.092
26 H -2.390 -2.304 -3.990  C40 1.090
27 C -1.376 2.121 0.477  S2 1.742, N14 1.348, N18 1.325
28 H 1.378 -0.805 -1.690  C38 1.096
29 H -0.099 -4.100 3.381  C1 1.095
30 H 1.302 1.717 -1.840  C47 1.088
31 H 3.096 -0.762 -1.199  C38 1.095
32 C -1.674 -1.873 -1.439  N8 1.379, N12 1.389, O21 1.210
33 C 1.202 -2.096 2.106  C9 1.418, C10 1.387, O45 1.352
34 H -0.652 -2.568 -3.783  C40 1.089
35 H -0.812 2.080 3.356  C7 1.086
36 C -0.995 3.348 -1.671  N14 1.442, C16 1.532, H25 1.092, H46 1.093
37 H 0.422 0.445 4.193  C22 1.079
38 C 2.219 -1.405 -1.325  H15 1.088, H28 1.096, H31 1.095, O51 1.406
39 C 1.516 0.029 1.010  C4 1.400, C9 1.379, H42 1.078
40 C -1.434 -1.810 -3.820  N12 1.454, H17 1.087, H26 1.090, H34 1.089
41 C -1.954 -2.018 0.972  N8 1.446, H24 1.089, H43 1.092, H49 1.087
42 H 1.801 0.633 0.164  C39 1.078
43 H -2.999 -2.332 1.005  C41 1.092
44 O 1.735 2.835 1.428  C20 1.211
45 O 1.275 -3.439 1.970  C1 1.407, C33 1.352
46 H -1.587 4.177 -1.276  C36 1.093
47 C 1.341 2.665 -2.372  H11 1.088, C16 1.523, H19 1.087, H30 1.088
48 H 0.600 4.673 -2.171  C16 1.091
49 H -1.721 -1.397 1.832  C41 1.087
50 O -1.208 0.900 -3.675  C54 1.217
51 O 1.895 -2.081 -0.135  C9 1.356, C38 1.406
52 H 0.839 3.833 -0.637  C16 1.092
53 H 1.606 -4.075 3.918  C1 1.095
54 C -1.338 0.309 -2.618  C3 1.431, N12 1.399, O50 1.217